14
Properties=species:S:1:pos:R:3:lowdin_charge:R:1 method="wB97M-V/def2-TZVPD" total_charge=0 e_above_lowest_kcal_mol=26.47 e_homo_ha="-0.20090 / -0.39747" orbital_gap_ev="6.274 / 8.593" spin_multiplicity=3
C -0.7230 1.4950 -0.6367 0.036
C -0.2504 0.4695 0.0637 -0.260
C -0.5550 0.0006 1.5121 -0.013
C 0.6748 -0.4612 -0.7023 -0.395
O 1.8556 -0.4999 -0.0217 0.039
O 0.0726 -1.8392 -0.9330 -0.008
H -0.6863 1.5384 -1.7051 0.056
H -1.4869 2.2026 -0.1726 0.089
H -0.4249 -1.0417 1.3357 0.065
H -1.5872 0.0977 1.7465 0.073
H 0.0288 0.2355 2.3278 0.050
H 0.8826 -0.0791 -1.6689 0.130
H 1.6940 -0.5565 0.9326 0.099
H 0.3038 -2.0437 -1.8080 0.039



16
Properties=species:S:1:pos:R:3:lowdin_charge:R:1 method="wB97M-V/def2-TZVPD" total_charge=0 e_above_lowest_kcal_mol=100.05 e_homo_ha=-0.30002 orbital_gap_ev=9.103
C -0.6568 0.1350 -1.4898 -0.107
C -0.7490 -0.0345 0.0337 -0.247
C -0.5001 -1.5101 0.3894 -0.106
C 0.2126 1.4445 1.2208 -0.045
C 1.3736 0.8824 0.6562 -0.277
C 2.1213 0.1875 0.0019 0.058
H -1.5276 -0.3776 -1.9416 0.086
H 0.2333 -0.3283 -1.9450 0.072
H -0.7033 1.1783 -1.7994 0.074
H -1.6514 0.3509 0.4503 0.078
H -0.4321 -1.6827 1.4629 0.073
H -1.3663 -2.0947 0.0230 0.086
H 0.3848 -1.9538 -0.0948 0.071
H 0.0379 2.5185 0.9820 0.086
H 0.1213 1.3544 2.3258 0.085
H 3.1018 -0.0698 -0.2755 0.012



79
Properties=species:S:1:pos:R:3:lowdin_charge:R:1 method="wB97M-V/def2-TZVPD" total_charge=+1 e_homo_ha="-0.38422 / -0.38499" orbital_gap_ev="7.440 / 7.621" spin_multiplicity=7
Tb -0.0627 0.0146 0.2616 1.449
C -2.1054 1.7250 0.7441 -0.315
C -2.4595 0.8051 -0.2991 -0.350
C -2.3905 -0.3610 1.6990 -0.299
C -2.1173 1.0098 1.9757 -0.272
C -2.6022 -0.5028 0.2927 -0.340
C -1.9855 3.1899 0.6060 -0.038
H -1.6169 3.4743 -0.3834 0.072
H -1.2926 3.5987 1.3516 0.063
H -2.9557 3.6930 0.7461 0.106
C -2.0725 1.6087 3.3197 -0.015
H -1.6950 2.6365 3.3035 0.075
H -1.4204 1.0237 3.9787 0.064
H -3.0664 1.6306 3.7945 0.108
C -2.6709 -1.3980 2.7086 -0.018
H -3.7447 -1.4641 2.9506 0.107
H -2.1340 -1.1991 3.6433 0.070
H -2.3562 -2.3858 2.3525 0.079
C -3.0676 -1.7273 -0.3956 -0.034
H -4.1692 -1.7606 -0.4393 0.108
H -2.7321 -2.6260 0.1305 0.066
H -2.6977 -1.7782 -1.4269 0.058
C -2.8316 1.1952 -1.6710 -0.036
H -3.8378 1.6466 -1.7168 0.112
H -2.8195 0.3359 -2.3458 0.050
H -2.1291 1.9306 -2.0776 0.057
C 1.4079 0.4742 -2.2512 -0.182
C 0.3787 1.3366 -2.4529 -0.154
C -0.1864 1.5867 -3.8192 -0.159
C -1.0865 0.4779 -4.4388 -0.164
C -1.1791 -0.8121 -3.6783 -0.123
C -0.1232 -1.6163 -3.5106 -0.113
C 1.2034 -1.3063 -4.1231 -0.172
C 2.0566 -0.2285 -3.4083 -0.169
H 0.6247 1.8099 -4.5322 0.124
H -0.7351 0.2746 -5.4644 0.123
H -0.7843 2.5121 -3.7903 0.117
H 2.3915 0.5038 -4.1623 0.126
H 1.9984 0.4203 -1.3182 0.060
H 0.0793 2.0888 -1.7040 0.088
H 2.9811 -0.7113 -3.0596 0.107
H 1.7857 -2.2373 -4.1659 0.110
H -0.2301 -2.6256 -3.1126 0.089
H 1.0635 -1.0091 -5.1743 0.121
H -2.1011 0.8862 -4.5689 0.115
H -2.1954 -1.1716 -3.4916 0.104
P 1.8269 2.2245 1.0978 0.762
C 1.6160 3.0370 2.7226 -0.240
H 2.4203 3.7679 2.8952 0.062
H 1.6406 2.2842 3.5211 0.048
H 0.6458 3.5487 2.7608 0.034
C 3.5466 1.6123 1.2829 -0.257
H 4.2075 2.4338 1.6041 0.062
H 3.8977 1.2241 0.3172 0.038
H 3.5665 0.7991 2.0267 0.026
C 2.0731 3.6630 0.0114 -0.277
H 2.4124 3.3286 -0.9729 0.039
H 2.8021 4.3662 0.4286 0.058
H 1.1161 4.1744 -0.1261 0.038
P 1.0349 -2.6671 0.1948 0.764
C -0.0925 -3.9151 -0.5110 -0.266
H 0.4721 -4.7905 -0.8547 0.063
H -0.6376 -3.4779 -1.3562 0.009
H -0.8244 -4.2183 0.2502 0.053
C 2.5369 -2.8623 -0.8215 -0.260
H 2.3078 -2.7574 -1.8891 0.028
H 3.0015 -3.8404 -0.6340 0.062
H 3.2457 -2.0715 -0.5482 0.047
C 1.5618 -3.5054 1.7359 -0.245
H 1.9879 -4.4943 1.5104 0.064
H 0.7001 -3.6257 2.4041 0.048
H 2.3088 -2.8959 2.2628 0.051
F 1.6060 -1.1643 5.7902 0.150
C 0.6742 -1.1010 4.8110 -0.456
F 0.1542 -2.3615 4.6728 0.116
F -0.3359 -0.3092 5.2956 0.107
C 1.2550 -0.5769 3.4245 -0.496
O 2.4695 -0.4140 3.4314 0.063
O 0.4857 -0.3832 2.3851 -0.273



10
Properties=species:S:1:pos:R:3:lowdin_charge:R:1 method="wB97M-V/def2-TZVPD" total_charge=0 e_above_lowest_kcal_mol=63.17 e_homo_ha=-0.38218 orbital_gap_ev=9.216
O -0.3588 1.3439 -1.8976 0.081
C -0.4293 0.4172 -1.0661 -0.486
C -1.3168 0.1239 0.0763 -0.020
N -0.8523 0.1547 1.2640 0.033
N 0.2056 0.7610 1.5655 0.005
N 1.3303 0.2969 1.1323 0.085
C 1.2539 -0.6385 0.1104 -0.168
N 0.5749 -0.4718 -0.9907 0.154
H -2.3265 -0.4061 -0.2519 0.171
H 1.9189 -1.5811 0.0578 0.145